1.
Formula: C44H60ClN6O4S3ScSi2
Source: the OMol25 dataset
Level of theory: ωB97M-V/def2-TZVPD

ORCA input file:
```
! wB97M-V def2-TZVPD RIJCOSX def2/J DEFGRID3
* xyz -2 1
Sc -0.89936 -0.27799 0.29986
N 0.59666 -3.49026 2.06233
C 1.32175 -2.32049 2.08879
S 2.97794 -2.38424 2.39999
N 0.58210 -1.26698 1.76217
N 0.89695 0.02508 1.81953
C 1.48474 0.67595 2.76884
C 1.78787 0.16374 4.11944
C 0.85621 -0.61227 4.80908
C 1.12452 -1.05995 6.09110
C 2.32311 -0.73350 6.70969
C 3.25150 0.04757 6.03526
C 2.98528 0.49462 4.75249
C 1.72307 2.11028 2.47630
C 1.64890 3.09180 3.47081
C 1.75363 4.42242 3.11001
C 1.96807 4.75151 1.78020
C 2.08474 3.70806 0.87341
N 1.96490 2.43282 1.20191
H 1.12529 -4.30230 1.79531
H -0.31444 -3.39353 1.62592
H -0.08152 -0.86396 4.32676
H 0.39827 -1.67452 6.60879
H 2.54019 -1.09747 7.70709
H 4.19170 0.30443 6.50969
H 3.71745 1.08521 4.21583
H 1.47432 2.81419 4.50170
H 1.64998 5.20216 3.85537
H 2.02885 5.78372 1.46095
H 2.28149 3.89637 -0.17852
C -1.71057 1.69108 3.88438
C -2.51018 0.45793 3.56256
C -3.55686 0.06110 4.38165
C -4.23815 -1.11542 4.05895
C -3.86054 -1.84738 2.96420
C -2.77248 -1.39874 2.16186
N -2.13928 -0.23649 2.48748
N -2.27160 -2.02460 1.09576
Si -2.97398 -3.38246 0.31759
C -4.63376 -3.04112 -0.53495
C -3.30545 -4.88269 1.46698
C -1.67621 -3.98753 -0.91650
H -2.35615 2.48149 4.27127
H -1.19663 2.04339 2.99217
H -0.96188 1.45504 4.64645
H -3.82977 0.64924 5.24807
H -5.06149 -1.45064 4.68159
H -4.36570 -2.76511 2.69223
H -5.38921 -2.72870 0.19258
H -5.01646 -3.91874 -1.06437
H -4.50489 -2.22606 -1.24699
H -4.34892 -4.93301 1.79098
H -2.67833 -4.85217 2.36235
H -3.08422 -5.80969 0.93163
H -1.03642 -3.16247 -1.23715
H -2.14399 -4.41636 -1.80729
H -1.04006 -4.75553 -0.46787
C -2.53585 10.79110 3.05770
C -2.39419 9.31465 2.77250
O -1.89057 8.52921 3.52784
S -3.06454 8.87285 1.18387
C -2.61738 7.16059 1.02668
C -1.62648 6.80887 0.11702
C -1.27429 5.48222 -0.03911
C -1.90134 4.47588 0.71210
C -2.91368 4.85506 1.60866
C -3.27406 6.18038 1.76084
C -1.52629 3.11507 0.57047
C -1.16898 1.95176 0.45585
H -2.99689 10.93447 4.03463
H -3.12344 11.28882 2.28841
H -1.53940 11.23328 3.09093
H -1.14082 7.58066 -0.46776
H -0.51073 5.19762 -0.75078
H -3.42039 4.08146 2.17077
H -4.06553 6.45842 2.44494
Cl -2.64037 -0.21450 -1.46555
C 3.23957 -4.76608 -3.92789
C 2.14966 -4.53101 -2.87408
C 2.78524 -4.20171 -1.52221
C 1.29250 -5.78994 -2.74666
O 1.28375 -3.49453 -3.33262
Si 1.42870 -1.85042 -3.21512
S 1.01443 -1.05298 -1.35770
O 0.57431 -1.22228 -4.46871
C -0.52901 -1.69885 -5.22665
C -1.16952 -0.46089 -5.85134
C -1.53735 -2.43576 -4.35177
C 0.00946 -2.63488 -6.31546
O 3.01322 -1.58221 -3.61474
C 3.68798 -0.41028 -4.04743
C 2.98987 0.87430 -3.59886
C 3.76182 -0.45693 -5.57786
C 5.09429 -0.47268 -3.44932
H 3.92514 -5.55287 -3.60341
H 3.79243 -3.84000 -4.07383
H 2.78285 -5.05930 -4.87679
H 3.33246 -5.06579 -1.13904
H 2.01517 -3.91128 -0.80664
H 3.46789 -3.35757 -1.62111
H 1.92360 -6.64974 -2.51040
H 0.76767 -5.97932 -3.68572
H 0.55330 -5.65731 -1.95818
H -1.52703 0.19200 -5.05413
H -2.00933 -0.73679 -6.49319
H -0.42828 0.08002 -6.44412
H -1.91854 -1.78080 -3.56880
H -1.05036 -3.29055 -3.87982
H -2.37659 -2.79087 -4.95527
H 0.70238 -2.09601 -6.96672
H -0.80303 -3.04358 -6.92122
H 0.54981 -3.45099 -5.83431
H 2.01297 0.94949 -4.07866
H 3.59188 1.74668 -3.86242
H 2.82807 0.85027 -2.52124
H 2.74725 -0.51641 -5.97421
H 4.31363 -1.34392 -5.89780
H 4.25592 0.43520 -5.97074
H 5.01994 -0.54062 -2.36320
H 5.66585 0.41864 -3.71793
H 5.62025 -1.35613 -3.81845
*
```

Output
Energy above the lowest of the compared OMol25 structures with the same formula, charge and spin: 0.659 eV

=====

2.
Formula: C44H62Cl2N2O9
Source: the OMol25 dataset
Level of theory: ωB97M-V/def2-TZVPD

ORCA input file:
```
! wB97M-V def2-TZVPD RIJCOSX def2/J DEFGRID3
* xyz 0 1
C -3.87305 2.91283 -4.43616
C -4.08607 1.53011 -3.85496
C -5.11709 0.64700 -4.51629
C -3.39797 1.12570 -2.78996
C -3.51129 -0.23404 -2.14310
C -2.87334 -0.21017 -0.73931
C -3.27768 -1.37005 0.19418
C -3.39643 -2.68229 -0.60363
C -2.19834 -1.57128 1.26117
C -1.99512 -0.38979 2.23490
C -0.85639 0.56268 1.91313
C -1.13786 1.92468 1.65138
C -2.54451 2.48885 1.69013
C -2.83513 3.19675 3.04182
C -3.14007 2.21439 4.14616
N -4.38172 1.57526 4.06262
O -2.39122 2.00562 5.07269
C -0.10857 2.83876 1.33991
C -0.35860 4.29287 1.02686
C 1.18333 2.34135 1.35550
C 1.46423 1.01644 1.66605
C 0.47449 0.08569 1.92244
C 0.84099 -1.36466 2.17091
C 1.62734 -1.98293 1.02606
C 1.14070 -2.03036 -0.27987
C 1.88010 -2.59431 -1.30857
C 3.14424 -3.11505 -1.07592
C 3.64572 -3.06406 0.21681
C 2.89339 -2.51519 1.24637
C 2.94555 0.86067 1.65769
O 3.65307 0.06214 2.19326
N 3.44797 2.01006 0.94762
C 4.29869 1.86205 -0.14903
Cl 6.00554 2.01430 0.18236
C 3.92395 1.58757 -1.39589
C 4.85969 1.40031 -2.55463
Cl 2.23610 1.41750 -1.75010
C 2.46810 3.03799 1.04723
O 2.71164 4.21054 0.97695
H -2.82100 3.08412 -4.66107
H -4.44134 3.03783 -5.35652
H -4.20731 3.68875 -3.74559
H -5.31720 0.99974 -5.52651
H -4.78335 -0.38992 -4.56895
H -6.05614 0.65080 -3.95646
H -2.70358 1.83101 -2.33689
H -2.95044 -0.93580 -2.76588
H -4.55679 -0.54314 -2.09314
H -1.79061 -0.27151 -0.88332
H -3.13693 0.75252 -0.30428
H -4.24063 -1.13347 0.66004
H -3.22400 -3.52773 0.06399
H -4.36999 -2.79519 -1.07732
H -2.61665 -2.73215 -1.36561
H -2.38842 -2.48075 1.83159
H -1.27334 -1.73351 0.71679
H -1.78010 -0.81281 3.21716
H -2.93126 0.15108 2.32452
H -2.61372 3.24976 0.91532
H -3.30401 1.75077 1.45249
H -3.67780 3.87683 2.90987
H -1.94009 3.75201 3.30541
H -4.30883 0.66831 4.51167
H -4.69137 1.43034 3.10916
H -1.16016 4.42453 0.30259
H 0.54222 4.73738 0.61431
H -0.58214 4.85755 1.93348
H -0.03603 -1.96482 2.40110
H 1.47331 -1.41788 3.06001
H 0.17581 -1.61400 -0.53701
H 1.48300 -2.63081 -2.31532
H 3.71298 -3.55750 -1.88056
H 4.63417 -3.44180 0.44639
H 3.31277 -2.47579 2.24317
H 4.28910 1.34934 -3.47675
H 5.53566 2.25216 -2.61098
H 5.42659 0.48139 -2.40980
O -1.07712 -2.97506 4.01736
C -0.82062 -4.03506 4.52560
O 0.23687 -4.71667 4.05950
C 0.74139 -5.90456 4.67912
C 0.00575 -7.14366 4.21527
C -1.68945 -4.63298 5.60497
H 0.73680 -5.80236 5.76507
H 1.78420 -5.95188 4.37134
H -1.04731 -7.11659 4.49665
H 0.45471 -8.03525 4.65311
H 0.05555 -7.22352 3.12951
H -2.52429 -5.14680 5.12940
H -2.07916 -3.81932 6.21123
H -1.17303 -5.32656 6.26303
O 3.13421 -4.19219 -4.13157
C 2.26934 -4.91849 -4.53626
O 0.99324 -4.63694 -4.20483
C -0.12939 -5.33550 -4.74947
C -0.43390 -6.60653 -3.98484
C 2.57870 -6.16440 -5.33238
H 0.01094 -5.51825 -5.81579
H -0.95980 -4.63741 -4.65659
H 0.38757 -7.32046 -4.04739
H -1.33178 -7.08105 -4.38152
H -0.59364 -6.37921 -2.93095
H 2.82488 -6.96541 -4.63628
H 3.44893 -5.95928 -5.95020
H 1.77318 -6.49388 -5.98327
O 2.78043 11.16646 -1.27537
C 3.00778 10.16738 -0.65102
O 4.04425 9.39260 -1.02467
C 4.49650 8.27391 -0.25188
C 3.71338 7.01398 -0.54847
C 2.12092 9.72484 0.49144
H 4.49400 8.51758 0.81145
H 5.53813 8.14309 -0.54044
H 2.66205 7.12071 -0.28104
H 4.11752 6.16945 0.00808
H 3.75962 6.78623 -1.61395
H 1.27017 9.18494 0.07762
H 1.75721 10.61584 0.99665
H 2.61448 9.09669 1.22792
*
```

=====

3.
Formula: C44H62GeLiNO2PSSeSi3Te
Source: the OMol25 dataset
Level of theory: ωB97M-V/def2-TZVPD

ORCA input file:
```
! wB97M-V def2-TZVPD RIJCOSX def2/J DEFGRID3
* xyz -2 2
Li 0.58183 -0.42785 -0.73923
C -1.70228 0.99436 4.78431
Si -0.72381 1.16031 3.16968
C 0.38690 2.65934 3.34564
C -1.93359 1.38672 1.76735
Ge 0.51352 -0.85686 2.87880
Si -0.90711 -2.72094 3.27853
C -2.64886 -2.37248 2.66457
C -0.26252 -4.31811 2.53931
C -1.02301 -3.00490 5.15085
Si 2.49983 -0.97469 4.17301
C 3.77322 0.30127 3.66237
C 2.08071 -0.65689 5.99313
C 3.31114 -2.66825 4.06313
H -2.29502 1.89876 4.95689
H -1.03612 0.85331 5.63915
H -2.38599 0.14342 4.74697
H -0.21653 3.53925 3.58765
H 0.90505 2.87693 2.41172
H 1.12761 2.51761 4.13748
H -2.52114 2.29917 1.90965
H -2.61667 0.53734 1.69078
H -1.41552 1.50152 0.81238
H -2.63968 -2.06130 1.61897
H -3.11799 -1.58245 3.25693
H -3.26570 -3.27269 2.73862
H -0.27853 -4.28448 1.45026
H -0.88965 -5.15581 2.86010
H 0.76441 -4.51062 2.85963
H -1.33214 -2.09897 5.67733
H -0.05800 -3.31815 5.55825
H -1.75182 -3.79346 5.36657
H 3.35798 1.31021 3.70142
H 4.11829 0.12328 2.64026
H 4.63866 0.25892 4.33172
H 1.66614 0.34663 6.11903
H 2.98165 -0.73152 6.61136
H 1.34464 -1.37062 6.36943
H 3.72726 -2.81256 3.06483
H 2.60792 -3.48055 4.26086
H 4.13009 -2.73858 4.78611
C 2.42019 -3.53725 0.38206
C 3.42823 -3.15457 -0.70189
C 2.74668 -3.05329 -2.07152
C 4.22273 -1.90455 -0.37284
C 5.58847 -2.00408 -0.14881
C 6.38830 -0.88605 0.05735
C 5.79186 0.36734 -0.02403
C 4.43170 0.52558 -0.24348
C 3.85799 1.91935 -0.41918
C 2.90818 2.32259 0.70816
C 3.19070 2.09808 -1.78794
C 3.58973 -0.62414 -0.34596
O 2.30857 -0.50542 -0.44229
H 1.80134 -4.37840 0.05613
H 1.75575 -2.70265 0.60469
H 2.93281 -3.83183 1.30023
H 4.15992 -3.97027 -0.77045
H 2.01361 -2.24773 -2.07269
H 2.23254 -3.98878 -2.31190
H 3.48203 -2.84649 -2.85345
H 6.04058 -2.99339 -0.15095
H 7.45177 -0.98698 0.23953
H 6.40467 1.26016 0.07607
H 4.71231 2.60767 -0.38656
H 2.10462 1.59172 0.80450
H 2.46051 3.30092 0.51230
H 3.43909 2.37413 1.66069
H 2.34859 1.41531 -1.89833
H 3.90239 1.89322 -2.59241
H 2.82184 3.12196 -1.90159
O -0.11672 0.09131 -2.40565
P -1.45515 0.23160 -3.04864
C -1.42307 1.60728 -4.22292
C -0.40098 2.53806 -4.07740
C -0.36388 3.65972 -4.89725
C -1.33469 3.84283 -5.86732
C -2.35582 2.90938 -6.01992
C -2.40357 1.79879 -5.19517
C -2.85726 0.56400 -1.97162
C -3.56038 -0.48182 -1.37133
C -4.60212 -0.19637 -0.50340
C -4.94295 1.12395 -0.23374
C -4.24096 2.16649 -0.82083
C -3.19471 1.88650 -1.68775
C -1.86745 -1.27803 -3.95391
C -3.13955 -1.55515 -4.44976
C -3.37924 -2.74168 -5.12346
C -2.35412 -3.66351 -5.29081
C -1.09260 -3.40132 -4.78064
C -0.84733 -2.21045 -4.11334
H 0.34016 2.39914 -3.30150
H 0.41368 4.39728 -4.74812
H -1.30746 4.72093 -6.50167
H -3.11879 3.05523 -6.77496
H -3.20705 1.08132 -5.30859
H -3.29988 -1.51475 -1.57094
H -5.13585 -1.01144 -0.03001
H -5.75239 1.34138 0.45373
H -4.48561 3.19795 -0.59977
H -2.62898 2.70425 -2.11794
H -3.95329 -0.86050 -4.27725
H -4.37328 -2.96023 -5.49361
H -2.54969 -4.60227 -5.79460
H -0.30235 -4.13489 -4.87432
H 0.12432 -2.00546 -3.68176
Se -2.41684 -4.29297 -1.00004
C -1.33478 -2.90260 -0.59924
N -0.66413 -1.99292 -0.32469
Te -0.27109 4.39071 -0.65715
C -2.24091 5.12935 -0.69688
C -3.05427 5.42376 -1.76431
C -4.35710 5.86900 -1.40087
C -4.54303 5.91556 -0.05109
S -3.11473 5.41070 0.76514
H -2.71493 5.31736 -2.78662
H -5.12346 6.13923 -2.11677
H -5.42861 6.21545 0.48739
*
```

Output
Energy above the lowest of the compared OMol25 structures with the same formula, charge and spin: 0.000 eV
Expectation value of S²: 0.75

=====

4.
Formula: C44H63BN6O6SiW
Source: the OMol25 dataset
Level of theory: ωB97M-V/def2-TZVPD

ORCA input file:
```
! wB97M-V def2-TZVPD RIJCOSX def2/J DEFGRID3
* xyz 2 3
W -1.38944 -0.07841 -0.04897
C -3.53950 -4.53910 -1.08228
C -2.36935 -3.86754 -0.46451
C -1.21254 -4.41341 0.04869
C -0.46411 -3.35065 0.58773
N -1.13128 -2.19180 0.38901
N -2.30392 -2.52785 -0.25185
B -3.23939 -1.41692 -0.52168
N -2.66750 1.21596 -1.00781
N -1.73515 1.96358 -0.33335
C -2.01740 3.26705 -0.54631
C -3.15193 3.34885 -1.36984
C -3.53385 2.04597 -1.63393
C -4.67001 1.57058 -2.46363
C -1.29629 4.38898 0.03347
C -1.23718 5.61114 -0.64178
C -0.63437 6.70577 -0.04919
C -0.08604 6.59772 1.21866
C -0.10863 5.38109 1.88100
C -0.71256 4.28368 1.29618
N -3.64248 -0.65961 0.69690
N -2.67083 -0.18743 1.58574
C -3.35318 0.26896 2.68688
C -4.73441 0.17600 2.43089
C -4.88960 -0.38902 1.19316
C -6.13242 -0.74549 0.47699
C -2.75591 0.66460 3.93984
C -1.36918 0.59777 4.09677
C -0.76588 0.92249 5.29317
C -1.54675 1.30665 6.37507
C -2.92795 1.35401 6.24207
C -3.53571 1.04434 5.04086
C 0.74683 -3.49933 1.38463
C 1.72960 -4.42013 1.02317
C 2.80187 -4.65765 1.86106
C 2.90110 -4.00125 3.07776
C 1.93581 -3.07567 3.44018
C 0.86449 -2.82391 2.59937
H -3.35967 -5.60815 -1.15521
H -3.74297 -4.15347 -2.08030
H -4.43269 -4.38059 -0.47919
H -0.95493 -5.45174 0.08521
H -4.06324 -1.59190 -1.33827
H -3.64498 4.23856 -1.69724
H -5.46539 2.30993 -2.45794
H -5.05345 0.62468 -2.09374
H -4.35712 1.42772 -3.49716
H -1.65309 5.69988 -1.63387
H -0.59537 7.64980 -0.57089
H 0.35126 7.46256 1.69221
H 0.33889 5.29589 2.85979
H -0.79222 3.34493 1.82862
H -5.52582 0.47315 3.08271
H -6.98539 -0.55539 1.11985
H -6.12685 -1.79699 0.19636
H -6.24249 -0.14794 -0.42604
H -0.79760 0.27156 3.24260
H 0.30899 0.86450 5.39123
H -1.08242 1.56023 7.31584
H -3.53488 1.63097 7.08966
H -4.61080 1.08166 4.96921
H 1.64436 -4.94008 0.08216
H 3.54944 -5.37885 1.57360
H 3.72073 -4.21768 3.74456
H 2.01312 -2.57174 4.39167
H 0.06847 -2.15249 2.89694
O -1.41666 -0.73796 -2.54065
H -1.72726 -0.34052 -3.36500
H -0.48899 -1.07338 -2.73189
C 2.42183 1.39742 2.85329
C 1.53107 0.41366 2.11322
O 0.33989 1.06418 1.60476
H 3.28088 0.87644 3.26971
H 1.87214 1.86930 3.66506
H 2.79246 2.17638 2.18912
H 1.19364 -0.35967 2.80268
H 2.04520 -0.06356 1.27352
H 0.65405 1.91300 1.24899
C 4.61292 -1.56958 0.92610
C 4.31216 -0.80139 -0.36341
C 5.29411 -1.25891 -1.44285
C 4.48334 0.70027 -0.17861
O 2.95131 -1.13040 -0.73598
Si 1.76494 -0.42218 -1.55559
O 0.41175 -0.18058 -0.65447
O 1.08013 -1.38072 -2.70357
C 1.53264 -2.48847 -3.50754
C 0.56645 -2.61087 -4.68702
C 1.48837 -3.72762 -2.61915
C 2.94383 -2.22409 -4.01161
O 2.30512 0.95662 -2.20609
C 1.73656 2.21432 -2.55861
C 0.32762 2.00858 -3.11299
C 2.65077 2.83394 -3.61391
C 1.68025 3.08657 -1.30259
H 5.64545 -1.38980 1.22000
H 4.48563 -2.63667 0.75818
H 3.96354 -1.26737 1.74441
H 6.30393 -1.04406 -1.10100
H 5.12199 -0.73203 -2.37796
H 5.22370 -2.32934 -1.61249
H 5.49529 0.90365 0.16042
H 3.78089 1.08304 0.54996
H 4.31077 1.19687 -1.12853
H -0.46068 -2.74923 -4.35643
H 0.85020 -3.46845 -5.28848
H 0.61896 -1.72583 -5.31592
H 0.46622 -3.92710 -2.29862
H 2.10581 -3.54035 -1.74422
H 1.86911 -4.58922 -3.15736
H 2.98163 -1.27089 -4.53462
H 3.25886 -3.01744 -4.68302
H 3.61964 -2.18724 -3.16772
H 0.36892 1.34736 -3.97505
H -0.10058 2.96122 -3.40987
H -0.30651 1.54724 -2.34390
H 2.71937 2.18317 -4.48022
H 3.64892 2.97027 -3.21049
H 2.26405 3.79814 -3.92629
H 0.98551 2.63836 -0.58821
H 1.34379 4.09008 -1.55072
H 2.66623 3.15583 -0.85324
*
```

Output
Expectation value of S²: 2.01

=====

We obtain E values of -145229.674; -93087.533; -225345.741; -78249.621 eV for the records listed above, in that order.